[1]
Molecular formula: C18H32IO11S2
Method: DFT, ωB97M-V/def2-TZVPD

ORCA input file:
```
! RIJCOSX wB97M-V def2-TZVPD def2/J DEFGRID3
* xyz 1 1
C -2.60 -1.14 -1.55
C -1.41 -1.48 -2.37
O -1.20 -2.88 -2.44
C -0.13 -0.83 -1.91
O 0.06 -0.99 -0.46
S 1.11 0.01 0.17
C 0.81 -0.32 1.88
C 1.57 0.60 2.80
C 1.03 0.43 4.21
S -0.61 1.12 4.43
C 0.46 1.66 -0.04
C -1.05 1.86 0.15
C -1.33 3.03 1.11
I -2.81 4.33 0.33
H -2.42 -1.24 -0.50
H -3.39 -1.83 -1.80
H -2.98 -0.15 -1.75
H -1.58 -1.12 -3.38
H -1.57 -3.29 -1.65
H 0.68 -1.34 -2.40
H -0.12 0.21 -2.18
H 1.04 -1.36 2.03
H -0.26 -0.19 2.02
H 1.46 1.62 2.51
H 2.61 0.33 2.80
H 0.98 -0.62 4.46
H 1.71 0.88 4.90
H -0.25 2.27 4.97
H 0.76 1.89 -1.05
H 1.03 2.30 0.61
H -1.48 0.96 0.57
H -1.52 2.05 -0.80
H -0.44 3.61 1.26
H -1.66 2.68 2.07
C -4.50 2.46 4.30
C -4.30 1.11 4.99
O -4.63 0.19 3.93
C -4.46 0.81 2.75
O -4.47 0.27 1.69
O -4.25 2.13 2.92
H -3.82 3.23 4.64
H -5.52 2.82 4.38
H -3.27 0.95 5.29
H -4.96 0.96 5.84
C 5.60 -2.00 -0.37
C 5.99 -2.01 1.10
O 5.62 -0.68 1.52
C 4.68 -0.22 0.68
O 4.06 0.79 0.85
O 4.52 -1.04 -0.38
H 5.25 -2.96 -0.73
H 6.39 -1.63 -1.02
H 5.42 -2.73 1.68
H 7.05 -2.17 1.27
C 0.38 -1.85 -5.59
C -0.67 -1.18 -6.46
O 0.13 -0.38 -7.33
C 1.37 -0.93 -7.40
O 2.22 -0.60 -8.16
O 1.50 -1.90 -6.46
H 0.10 -2.84 -5.26
H 0.65 -1.25 -4.71
H -1.24 -1.89 -7.04
H -1.36 -0.54 -5.91
*
```

## Properties
HOMO-LUMO gap   9.2 eV
E   -2626.52463 a.u.
LUMO energy   -2.56 eV

=====

[2]
Molecular formula: C18H32IrN4S4
Method: DFT, ωB97M-V/def2-TZVPD

ORCA input file:
```
! RIJCOSX wB97M-V def2-TZVPD def2/J DEFGRID3
* xyz -1 1
Ir 0.61 -1.02 -1.03
C 3.07 1.15 1.19
C 3.58 -0.11 0.45
N 3.09 -0.19 -0.91
C 3.52 0.87 -1.81
C 2.37 1.32 -2.73
N 1.08 1.31 -2.05
C 0.73 2.51 -1.28
C 1.62 2.74 -0.06
N 1.73 1.60 0.82
H 3.06 0.91 2.26
H 3.77 1.98 1.06
H 4.69 -0.10 0.50
H 3.23 -1.00 0.97
H 3.29 -1.11 -1.31
H 3.87 1.71 -1.21
H 4.36 0.55 -2.44
H 2.61 2.31 -3.14
H 2.31 0.61 -3.55
H 0.36 1.16 -2.75
H 0.78 3.41 -1.91
H -0.29 2.38 -0.93
H 2.61 3.09 -0.38
H 1.17 3.57 0.50
H 1.20 0.81 0.45
S 1.43 -3.10 -0.12
S 1.23 -4.64 -1.34
S 1.39 -3.67 -3.60
S 1.33 -1.71 -3.27
C -2.82 0.64 -1.99
C -3.35 -0.68 -1.42
C -2.70 -1.89 -2.09
C -3.23 -0.69 0.10
C -4.41 -0.68 0.81
C -4.44 -0.69 2.20
C -3.23 -0.71 2.87
C -2.01 -0.70 2.23
C -0.81 -0.66 3.17
C -0.38 0.80 3.39
C 0.38 -1.52 2.77
C -1.95 -0.67 0.79
N -0.82 -0.56 0.08
H -2.99 0.70 -3.07
H -1.75 0.70 -1.80
H -3.32 1.48 -1.50
H -4.43 -0.74 -1.64
H -1.62 -1.89 -1.93
H -2.88 -1.87 -3.17
H -3.10 -2.82 -1.69
H -5.35 -0.66 0.27
H -5.38 -0.69 2.73
H -3.25 -0.72 3.96
H -1.17 -1.04 4.13
H 0.00 1.23 2.47
H 0.40 0.85 4.16
H -1.24 1.39 3.74
H 0.82 -1.17 1.84
H 0.07 -2.55 2.63
H 1.15 -1.49 3.55
*
```

## Properties
HOMO-LUMO gap (alpha / beta)   5.6 / 5.6 eV
E   -2621.18077 a.u.
LUMO energy (alpha / beta)   2.29 / 2.30 eV

=====

[3]
Molecular formula: C18H32O2
Method: DFT, ωB97M-V/def2-TZVPD

ORCA input file:
```
! RIJCOSX wB97M-V def2-TZVPD def2/J DEFGRID3
* xyz 0 1
C 2.73 4.42 -0.66
C 2.47 3.20 0.22
C 3.19 1.96 -0.30
C 2.90 0.73 0.55
C 3.64 -0.50 0.05
C 3.22 -1.77 0.80
C 1.85 -2.22 0.40
C 0.78 -2.17 1.19
C -0.53 -2.63 0.77
C -1.67 -2.55 1.46
C -1.87 -1.92 2.80
C -2.95 -0.83 2.79
C -2.60 0.36 1.88
C -3.06 0.15 0.44
C -2.77 1.34 -0.48
C -1.29 1.64 -0.69
C -0.51 0.47 -1.28
C -1.04 0.04 -2.62
O -1.53 0.74 -3.46
O -0.88 -1.29 -2.81
H 2.39 4.24 -1.68
H 2.21 5.29 -0.28
H 3.79 4.64 -0.70
H 1.39 3.01 0.25
H 2.79 3.42 1.24
H 4.27 2.15 -0.31
H 2.88 1.77 -1.33
H 3.20 0.93 1.59
H 1.83 0.53 0.56
H 3.44 -0.64 -1.02
H 4.72 -0.35 0.17
H 3.93 -2.57 0.56
H 3.26 -1.59 1.87
H 1.75 -2.58 -0.61
H 0.88 -1.80 2.20
H -0.55 -3.10 -0.21
H -2.57 -2.97 1.03
H -2.19 -2.70 3.50
H -0.94 -1.50 3.18
H -3.90 -1.26 2.48
H -3.07 -0.47 3.81
H -1.52 0.51 1.90
H -3.08 1.26 2.27
H -2.60 -0.75 0.03
H -4.14 -0.02 0.44
H -3.24 2.23 -0.05
H -3.23 1.16 -1.45
H -1.21 2.49 -1.38
H -0.82 1.93 0.25
H 0.53 0.78 -1.45
H -0.49 -0.39 -0.62
H -1.20 -1.54 -3.69
*
```

## Properties
HOMO-LUMO gap   9.0 eV
E   -855.54664 a.u.
SMILES   CCCCCC/C=C/C=C\CCCCCCCC(=O)O
LUMO energy   0.72 eV

=====

[4]
Molecular formula: C18H32O4S4Sb2Tc
Method: DFT, ωB97M-V/def2-TZVPD

ORCA input file:
```
! RIJCOSX wB97M-V def2-TZVPD def2/J DEFGRID3
* xyz 2 2
Tc 0.64 1.62 1.23
C 3.09 3.66 2.02
C 1.91 4.38 2.63
S 0.32 3.75 1.94
C -0.71 3.70 3.46
C -1.11 2.29 3.84
S 0.12 1.02 3.42
C 1.58 1.51 4.43
C 2.87 1.29 3.65
S 2.87 1.86 1.92
H 4.00 3.88 2.58
H 3.26 3.96 0.99
H 1.95 5.45 2.39
H 1.88 4.28 3.71
H -1.60 4.30 3.26
H -0.15 4.21 4.25
H -1.98 1.97 3.27
H -1.37 2.22 4.90
H 1.58 0.90 5.33
H 1.44 2.54 4.73
H 3.10 0.23 3.57
H 3.71 1.76 4.17
C -2.03 -1.17 1.69
Sb -1.44 -1.33 -0.33
C -3.14 -0.98 -1.51
C -1.08 -3.44 -0.56
C -1.28 -3.73 -2.02
C -2.45 -4.31 -2.50
C -2.64 -4.49 -3.86
C -1.67 -4.08 -4.75
C -0.49 -3.50 -4.29
C -0.28 -3.33 -2.93
C 0.98 -2.69 -2.41
Sb 0.77 -0.61 -1.95
C 2.73 -0.36 -1.22
C 0.81 0.22 -3.88
H -2.86 -1.88 1.77
H -2.38 -0.16 1.86
H -1.24 -1.45 2.38
H -3.78 -1.86 -1.43
H -2.84 -0.82 -2.55
H -3.64 -0.09 -1.14
H -1.76 -3.97 0.11
H -0.07 -3.66 -0.23
H -3.21 -4.64 -1.79
H -3.55 -4.96 -4.22
H -1.81 -4.22 -5.82
H 0.27 -3.21 -5.00
H 1.76 -2.73 -3.17
H 1.37 -3.17 -1.52
H 3.35 -1.01 -1.84
H 2.84 -0.65 -0.17
H 3.02 0.68 -1.34
H 1.51 -0.42 -4.42
H 1.19 1.24 -3.79
H -0.17 0.23 -4.33
O -1.39 1.33 -2.14
S -0.91 2.04 -0.98
O -1.23 3.41 -0.81
O -1.28 1.24 0.30
O 0.64 1.80 -0.91
*
```

## Properties
HOMO-LUMO gap (alpha / beta)   6.9 / 6.9 eV
E   -3159.51341 a.u.
LUMO energy (alpha / beta)   -6.84 / -6.86 eV

=====

[5]
Molecular formula: C18H33AlBr3F12N2O25S9
Method: DFT, ωB97M-V/def2-TZVPD

ORCA input file:
```
! RIJCOSX wB97M-V def2-TZVPD def2/J DEFGRID3
* xyz 1 1
Al -1.92 1.47 -1.98
C 1.48 1.74 -5.61
F 1.49 0.47 -5.26
F 2.55 2.27 -5.07
F 1.77 1.87 -6.94
S -0.13 2.68 -5.37
O -0.05 3.77 -6.31
O -1.17 1.67 -5.75
N -0.22 3.01 -3.65
S 0.36 4.46 -3.64
O 1.59 4.65 -4.41
O -0.64 5.52 -3.68
C 1.13 4.48 -1.88
F 0.20 3.91 -1.05
F 2.29 3.80 -1.97
F 1.38 5.69 -1.50
C -0.90 -0.99 1.97
F -2.00 -0.15 2.01
F 0.01 -0.45 2.73
F -1.34 -2.08 2.60
S -0.37 -1.44 0.10
O 0.59 -2.46 0.08
O -1.62 -1.86 -0.61
N 0.12 0.15 -0.46
S 1.54 0.48 0.05
O 1.62 1.89 0.39
O 2.09 -0.41 1.01
C 2.58 0.22 -1.54
F 2.28 -0.95 -2.17
F 2.45 1.33 -2.45
F 3.83 0.09 -1.11
O -2.28 -2.41 -4.88
S -1.03 -1.89 -4.39
O -1.03 -0.49 -3.98
O -0.54 -2.93 -3.18
C -0.93 -4.29 -3.23
C 0.28 -5.22 -3.34
C 0.30 -2.24 -5.60
H -1.70 -4.53 -3.97
H -1.54 -4.57 -2.37
H 0.76 -5.34 -4.31
H 0.04 -6.25 -3.08
H 1.15 -4.97 -2.72
H 0.35 -3.32 -5.75
H 1.26 -1.88 -5.24
H 0.06 -1.76 -6.55
O -1.40 2.40 0.72
S -1.25 2.92 2.06
O -0.53 2.35 3.20
O -0.81 4.53 1.90
C 0.48 4.91 2.10
C 0.65 5.56 3.46
C -3.06 3.26 2.57
H 0.84 5.62 1.35
H 1.22 4.14 1.89
H -0.16 6.25 3.71
H 1.64 5.99 3.62
H 0.55 4.77 4.21
H -3.03 3.70 3.57
H -3.65 2.34 2.54
H -3.44 4.04 1.91
O -6.09 -0.32 -0.81
S -4.84 -0.92 -0.35
O -3.67 -0.09 -0.28
O -5.19 -1.52 1.11
C -5.89 -0.66 2.06
C -5.49 -1.17 3.44
C -4.49 -2.51 -1.29
H -6.97 -0.64 1.95
H -5.58 0.38 2.02
H -4.42 -1.34 3.58
H -5.89 -2.17 3.62
H -5.78 -0.50 4.25
H -3.73 -3.05 -0.72
H -4.24 -2.26 -2.32
H -5.39 -3.12 -1.29
C 6.41 2.37 -2.70
Br 7.93 3.00 -1.69
Br 6.89 1.18 -4.20
Br 5.28 3.84 -3.18
H 5.97 1.67 -1.99
C 2.15 0.60 4.82
C 2.81 1.54 3.74
O 3.52 2.51 4.44
S 3.28 2.47 6.12
O 2.09 3.24 6.41
O 4.55 2.77 6.77
O 2.95 0.79 5.96
H 2.28 -0.46 4.61
H 1.18 0.88 5.23
H 2.03 2.08 3.21
H 3.45 0.93 3.11
C 1.61 -4.94 2.46
C 0.09 -5.24 2.35
O -0.11 -6.58 2.74
S 1.29 -7.44 3.10
O 1.28 -8.73 2.38
O 1.56 -7.34 4.54
O 2.19 -6.24 2.32
H 1.74 -4.60 3.49
H 1.98 -4.17 1.78
H -0.48 -5.16 1.42
H -0.43 -4.57 3.03
*
```

## Properties
HOMO-LUMO gap   1.9 eV
E   -15441.87317 a.u.
LUMO energy   -10.51 eV

=====

[6]
Molecular formula: C18H33BF4MgN9OP2SbSe4
Method: DFT, ωB97M-V/def2-TZVPD

ORCA input file:
```
! RIJCOSX wB97M-V def2-TZVPD def2/J DEFGRID3
* xyz -2 1
Mg 1.01 -0.11 -0.24
C 1.61 0.51 5.22
N 1.85 0.42 3.80
C 3.04 0.12 3.21
C 2.81 0.15 1.87
N 1.50 0.44 1.63
C 0.92 0.60 2.82
P -0.83 0.95 3.23
C -1.46 -0.61 2.49
N -0.67 -1.58 2.07
C -1.52 -2.57 1.64
C -2.82 -2.19 1.82
N -2.77 -0.96 2.41
C -3.92 -0.19 2.87
C -1.16 2.31 2.04
N -0.27 2.78 1.17
C -0.93 3.75 0.47
C -2.22 3.87 0.92
N -2.34 2.97 1.94
C -3.51 2.93 2.81
H 2.37 -0.07 5.74
H 0.63 0.12 5.46
H 1.66 1.55 5.56
H 3.93 -0.09 3.78
H 3.51 -0.04 1.07
H -1.13 -3.47 1.20
H -3.76 -2.62 1.52
H -4.71 -0.88 3.15
H -4.32 0.44 2.08
H -3.61 0.40 3.73
H -0.44 4.28 -0.32
H -3.08 4.42 0.57
H -3.62 3.91 3.28
H -3.36 2.19 3.58
H -4.41 2.72 2.21
Se -5.22 2.80 -0.12
Sb -3.69 1.03 -1.32
Se -1.11 0.14 -0.92
Se -1.89 -0.54 -2.92
Se -5.18 -0.87 -0.79
C 2.75 0.31 -4.24
N 1.96 1.54 -4.33
C 0.82 1.39 -5.23
P 1.73 2.28 -2.86
O 1.49 1.35 -1.74
N 3.14 3.15 -2.60
C 4.17 3.37 -3.59
C 3.56 3.33 -1.23
N 0.54 3.41 -3.03
C 0.78 4.69 -3.67
C -0.87 2.96 -3.08
H 2.14 -0.55 -3.96
H 3.53 0.41 -3.48
H 3.23 0.11 -5.20
H 0.10 0.64 -4.88
H 1.20 1.08 -6.21
H 0.31 2.34 -5.35
H 3.80 3.09 -4.58
H 5.06 2.77 -3.37
H 4.47 4.42 -3.60
H 2.72 3.20 -0.55
H 3.97 4.34 -1.09
H 4.34 2.60 -0.95
H 1.77 5.05 -3.43
H 0.04 5.40 -3.30
H 0.67 4.63 -4.77
H -0.93 1.88 -2.98
H -1.32 3.23 -4.04
H -1.45 3.41 -2.28
F 2.91 -2.18 0.04
B 3.11 -1.65 -1.26
F 3.53 -0.30 -1.09
F 4.06 -2.37 -1.98
F 1.85 -1.64 -1.89
*
```

## Properties
HOMO-LUMO gap   3.8 eV
E   -12427.30630 a.u.
LUMO energy   3.71 eV

=====

[7]
Molecular formula: C18H33Cl2N9O14
Method: DFT, ωB97M-V/def2-TZVPD

ORCA input file:
```
! RIJCOSX wB97M-V def2-TZVPD def2/J DEFGRID3
* xyz 0 1
C 5.60 -0.07 -2.77
N 4.28 -0.76 -2.98
O 4.29 -1.93 -3.29
O 3.28 -0.08 -2.85
H 5.41 0.73 -2.06
H 5.89 0.34 -3.73
H 6.30 -0.80 -2.39
C 0.99 -0.07 0.08
N -0.10 0.39 0.95
O -0.06 0.07 2.12
O -1.04 0.97 0.45
H 1.90 -0.21 0.66
H 1.11 0.43 -0.87
H 0.64 -1.10 -0.10
C -5.01 -1.71 0.14
N -3.74 -1.12 0.65
O -2.71 -1.46 0.10
O -3.81 -0.30 1.54
H -4.91 -2.78 0.19
H -5.10 -1.35 -0.88
H -5.82 -1.33 0.75
C -1.01 -2.70 3.57
N -2.47 -2.77 3.33
O -2.87 -3.53 2.47
O -3.18 -2.08 4.03
H -0.56 -3.47 2.95
H -0.87 -2.89 4.63
H -0.59 -1.74 3.29
C -3.20 2.84 1.81
N -3.31 4.31 2.05
O -2.55 4.80 2.86
O -4.18 4.91 1.45
H -3.21 2.66 0.74
H -4.09 2.42 2.27
H -2.29 2.49 2.28
C 0.03 0.30 5.63
N 1.38 -0.31 5.52
O 2.34 0.32 5.91
O 1.43 -1.41 5.01
H 0.13 1.29 6.07
H -0.58 -0.33 6.26
H -0.37 0.27 4.62
C 1.23 2.08 -4.43
N 1.14 2.92 -3.22
O 1.16 4.12 -3.37
O 1.06 2.35 -2.16
H 1.22 2.73 -5.30
H 0.36 1.43 -4.44
H 2.14 1.50 -4.35
C -1.43 -0.99 -3.12
C -0.21 -1.19 -3.75
C -0.18 -2.01 -4.87
N -1.25 -2.62 -5.38
C -2.41 -2.37 -4.80
C -2.56 -1.58 -3.68
H -1.49 -0.43 -2.20
H 0.71 -0.79 -3.35
H 0.77 -2.19 -5.37
H -3.29 -2.84 -5.23
H -3.52 -1.39 -3.22
C 3.39 1.92 1.67
C 3.15 2.81 0.64
C 2.14 3.75 0.77
N 1.31 3.75 1.81
C 1.49 2.83 2.75
C 2.56 1.96 2.78
H 4.19 1.19 1.64
H 3.80 2.82 -0.23
H 1.92 4.48 0.00
H 0.72 2.80 3.52
H 2.65 1.20 3.55
Cl 0.87 -5.91 -1.96
C 0.23 -4.28 -1.81
Cl 1.52 -3.07 -1.70
H -0.36 -4.06 -2.69
H -0.41 -4.18 -0.93
*
```

## Properties
HOMO-LUMO gap   9.1 eV
E   -3171.54845 a.u.
SMILES   C[N+](=O)[O-].C[N+](=O)[O-].C[N+](=O)[O-].C[N+](=O)[O-].C[N+](=O)[O-].C[N+](=O)[O-].C[N+](=O)[O-].c1ccncc1.c1ccncc1.ClCCl
LUMO energy   -0.49 eV